This record from the Open Molecules 2025 dataset describes an isolated ion of composition C4H8NO and charge +1. The level of theory is wB97M-V/def2-TZVPD.

Positions of all 14 atoms, in Å:
C 1.583 0.309 -1.881
C 0.481 -0.319 -1.149
N -0.012 0.225 -0.072
O 0.028 1.380 0.677
C -0.944 0.327 0.908
C -1.073 -0.602 2.039
H 1.925 1.195 -1.314
H 2.306 -0.447 -2.232
H 1.076 0.869 -2.822
H -0.152 -1.149 -1.395
H -1.886 0.688 0.446
H -0.090 -1.086 2.305
H -1.807 -1.323 1.641
H -1.434 -0.068 2.849

Properties
- Energy relative to the best compared isomer or geometry (same formula, charge and spin): 347.5 kJ/mol
- Total charge: +1
- E_LUMO: -0.17750 Ha
- SMILES: C/C=[N+]1\O[C@@H]1C
- Orbital gap: 11.41 eV
- 2S+1: 1

Atom charges from the Mulliken analysis, given in e for atoms 1 to 2: -0.991, 0.223

This record from the Open Molecules 2025 dataset describes a 2-piece molecular cluster, C4H8NO overall. The level of theory is wB97M-V/def2-TZVPD.

Positions of all 14 atoms, in Å:
C 0.083 -0.683 -0.281
C -1.075 0.501 2.100
C 0.417 -0.203 -1.489
C -0.085 -0.681 -2.825
N -1.949 1.326 1.582
O -0.229 -0.882 0.834
H -1.371 -0.217 2.804
H -0.098 0.819 2.317
H 1.311 0.383 -1.392
H 0.272 -1.707 -2.991
H 0.192 0.087 -3.519
H -1.141 -0.813 -3.082
H -3.035 1.104 1.727
H -1.765 2.184 1.172

Properties
- Energy relative to the best compared isomer or geometry (same formula, charge and spin): 220.6 kJ/mol
- Total charge: +1
- E_LUMO: -0.16672 Ha
- Orbital gap: 8.61 eV
- 2S+1: 1

Atom charges from the Mulliken analysis, given in e for atoms 1 to 2: 0.713, -0.147

This record from the Open Molecules 2025 dataset describes an isolated ion of composition C4H8NO and charge +1. The level of theory is wB97M-V/def2-TZVPD.

Positions of all 14 atoms, in Å:
C -0.890 0.093 -0.187
C -2.033 -0.553 0.119
C -0.578 1.445 -0.135
C 1.334 -0.227 0.474
N 0.343 -0.715 -0.472
O 2.494 0.085 -0.118
H -2.142 -1.617 0.013
H -2.887 -0.004 0.470
H 0.340 1.837 -0.525
H -1.316 2.155 0.188
H 1.264 -0.534 1.504
H 0.150 -1.727 -0.416
H 0.707 -0.507 -1.414
H 3.213 0.268 0.499

Properties
- Energy relative to the best compared isomer or geometry (same formula, charge and spin): 339.1 kJ/mol
- Total charge: +1
- E_LUMO (alpha / beta): -0.14904 / -0.18314 Ha
- Orbital gap (alpha / beta): 8.74 / 7.86 eV
- 2S+1: 1

Atom charges from the Mulliken analysis, given in e for atoms 1 to 2: 0.947, -1.066

For reference, max |F| by record: 3.31 5.36 0.86 eV/A.